i.
{
  "formula": "C5H13NO3",
  "method": "wB97M-V/def2-TZVPD",
  "species": ["C", "C", "C", "C", "N", "C", "O", "O", "H", "H", "H", "H", "H", "H", "H", "H", "H", "H", "H", "O", "H", "H"],
  "xyz": [[-1.69688, -2.38650, 0.82855], [-2.13880, -0.94887, 0.93895], [-1.17072, -0.17111, 1.67547], [0.37709, -0.43314, 1.23341], [0.70921, 0.05382, -0.12959], [0.49726, 1.32609, -0.63080], [0.81568, 1.67812, -1.77135], [-0.07964, 2.21915, 0.24902], [-0.84795, -2.63198, 1.47114], [-1.36523, -2.48847, -0.21350], [-2.57057, -3.16522, 1.15714], [-2.38988, -0.69751, -0.23698], [-3.13075, -1.06121, 1.47577], [-1.16409, -0.55342, 2.87298], [-1.29263, 0.85443, 1.72324], [1.06969, -0.08935, 2.10782], [0.86525, -1.51734, 1.20887], [1.30066, -0.56368, -0.67727], [-0.01187, 3.16206, -0.01765], [2.30115, -0.75559, -2.28851], [2.93090, -1.22680, -1.78260], [2.13671, 0.14940, -1.96865]],
  "lowdin_charge": [-0.16, -0.34, -0.21, -0.17, 0.06, -0.53, 0.05, 0.08, 0.04, 0.07, 0.12, 0.16, 0.11, 0.18, 0.05, 0.12, 0.14, 0.09, 0.14, -0.04, 0.02, 0.02],
  "charge": 0,
  "smiles": "CCCCNC(=O)O.O",
  "orbital_gap_ev": 10.374
}

ii.
{
  "formula": "C5H13NO3",
  "method": "wB97M-V/def2-TZVPD",
  "species": ["C", "C", "O", "C", "C", "C", "O", "H", "H", "H", "H", "H", "H", "H", "H", "H", "H", "N", "O", "H", "H", "H"],
  "xyz": [[1.35541, -1.25972, -1.19891], [0.88947, -0.48408, -0.00014], [1.54926, -0.37202, 1.01778], [-0.81555, -0.27241, 0.10401], [-1.31752, -1.64062, 0.57752], [-1.32465, 0.78624, 1.09108], [-1.36684, -0.03269, -1.19277], [1.69922, -2.24558, -0.87835], [2.17892, -0.72098, -1.67222], [0.57889, -1.39551, -1.94959], [-0.83146, -1.95447, 1.50557], [-1.14533, -2.41468, -0.17574], [-2.39827, -1.62723, 0.76101], [-1.16405, 1.80087, 0.71669], [-2.41196, 0.71357, 1.21856], [-0.85213, 0.69214, 2.07284], [-2.33176, 0.04138, -1.10558], [1.68564, 2.49491, 0.17440], [1.24845, 1.74349, -0.98266], [2.56676, 2.89905, -0.14613], [1.95305, 1.76062, 0.84407], [0.25442, 1.48774, -0.78146]],
  "lowdin_charge": [-0.01, -0.37, 0.05, -0.52, -0.04, -0.03, -0.04, 0.10, 0.09, 0.08, 0.10, 0.09, 0.09, 0.08, 0.09, 0.10, 0.11, -0.01, -0.18, 0.08, 0.05, 0.10],
  "charge": 0,
  "smiles": "CC(=O)C(C)(C)O.NO",
  "orbital_gap_ev": 10.120
}

Which structure is most stable, and how do the rest compare? From most to least stable: i, ii.

i.
{
  "formula": "C2H5N2S",
  "method": "wB97M-V/def2-TZVPD",
  "species": ["C", "C", "N", "N", "S", "H", "H", "H", "H", "H"],
  "xyz": [[0.21993, 0.58322, 0.81141], [-1.84814, -1.87239, -1.33854], [-0.11513, -0.04090, -0.26754], [1.35319, 1.20572, 1.09802], [-1.64413, -2.50442, -2.68158], [-0.39306, 0.70631, 1.64913], [0.56076, -0.09255, -1.07183], [-1.81900, -1.09789, -0.66327], [1.49366, 1.83855, 1.91889], [2.19191, 1.27435, 0.54529]],
  "mulliken_spin": [-0.05, 0.63, 0.66, 0.43, 0.36, -0.01, -0.02, 0.03, -0.02, -0.01],
  "s2": 2.030,
  "charge": 1,
  "spin_multiplicity": 3,
  "orbital_gap_ev": [5.155, 4.511]
}

ii.
{
  "formula": "C2H5N2S",
  "method": "wB97M-V/def2-TZVPD",
  "species": ["C", "C", "N", "N", "S", "H", "H", "H", "H", "H"],
  "xyz": [[-0.18820, 0.07945, -0.41792], [-1.39350, -0.30054, 0.36478], [-0.27943, 0.13173, -1.63676], [1.14648, 0.08443, 0.44154], [-1.60427, -0.18708, 1.99578], [-2.19868, -0.28727, -0.29253], [0.41041, 0.29525, -2.28453], [1.82694, 0.66229, -0.16753], [1.50869, -0.89535, 0.63660], [0.77156, 0.41709, 1.36057]],
  "mulliken_spin": [-0.02, 0.41, 0.26, 0.02, 1.26, 0.05, -0.01, 0.00, 0.00, 0.02],
  "s2": 2.015,
  "charge": 1,
  "spin_multiplicity": 3,
  "orbital_gap_ev": [8.357, 7.789]
}

Which structure is most stable, and how do the rest compare? From most to least stable: ii, i.

i.
{
  "formula": "C3H10NS",
  "method": "wB97M-V/def2-TZVPD",
  "species": ["C", "S", "H", "H", "H", "C", "N", "C", "H", "H", "H", "H", "H", "H", "H"],
  "xyz": [[-2.07502, -0.06886, -1.35859], [-1.45110, -1.77536, -1.97280], [-1.60855, 0.02300, -0.38923], [-1.94263, 0.92442, -1.76952], [-3.17626, -0.28614, -1.27745], [0.28166, -0.74798, 1.16743], [1.42946, -0.34451, 0.38675], [1.68807, 1.15112, 0.45765], [0.62829, -1.42020, 2.05287], [-0.35133, 0.03311, 1.61711], [-0.29160, -1.43361, 0.41102], [1.39289, -0.56277, -0.62988], [2.24269, 1.37684, 1.40556], [0.91433, 1.80476, 0.39380], [2.31910, 1.32620, -0.49474]],
  "lowdin_charge": [-0.66, -0.06, -0.08, -0.02, -0.02, -0.23, -0.19, -0.15, 0.07, 0.06, 0.02, 0.08, 0.07, 0.01, 0.09],
  "charge": -1,
  "orbital_gap_ev": 6.279
}

ii.
{
  "formula": "C3H10NS",
  "method": "wB97M-V/def2-TZVPD",
  "species": ["S", "H", "C", "N", "C", "C", "H", "H", "H", "H", "H", "H", "H", "H", "H"],
  "xyz": [[-0.18271, 1.81510, -1.85283], [-0.12526, 2.82549, -2.73554], [1.12898, -0.84992, 0.01640], [0.16920, -0.54285, 1.05602], [-1.19469, -0.47408, 0.55381], [0.27178, -1.53503, 2.10340], [1.06552, -0.18069, -0.84922], [1.07195, -1.90128, -0.30798], [2.13121, -0.68760, 0.41348], [-1.86114, -0.37286, 1.40952], [-1.31902, 0.41328, -0.07219], [-1.48284, -1.37554, -0.00714], [-0.46170, -1.32582, 2.88186], [1.25758, -1.48626, 2.56251], [0.11037, -2.56899, 1.73825]],
  "lowdin_charge": [-0.18, -0.48, -0.16, -0.32, -0.15, -0.16, -0.02, 0.07, 0.07, 0.07, -0.03, 0.08, 0.07, 0.07, 0.08],
  "charge": -1,
  "orbital_gap_ev": 6.389
}

Which structure is most stable, and how do the rest compare? From most to least stable: ii, i.

i.
{
  "formula": "C3H12O3",
  "method": "wB97M-V/def2-TZVPD",
  "species": ["C", "O", "H", "H", "H", "H", "C", "O", "H", "H", "H", "H", "C", "O", "H", "H", "H", "H"],
  "xyz": [[-1.76665, 0.70778, 1.28759], [-0.38016, 0.92381, 1.47184], [-2.40367, 0.47562, 2.14106], [-2.28363, 1.43653, 0.66331], [-1.77317, -0.19705, 0.67986], [-0.03003, 0.08749, 1.78740], [2.08736, -3.97022, 1.95235], [1.47029, -2.95051, 2.88001], [2.83259, -3.46261, 1.33993], [2.53145, -4.78535, 2.52370], [1.33771, -4.32844, 1.24679], [0.65761, -3.22592, 3.31047], [-0.29782, 2.97914, -3.29073], [-0.05334, 3.66161, -4.48381], [-0.40435, 3.75681, -2.53444], [-1.20473, 2.37960, -3.36917], [0.50742, 2.28700, -3.04449], [-0.82689, 4.22478, -4.56168]],
  "lowdin_charge": [-0.18, -0.11, 0.07, 0.08, 0.07, 0.07, -0.10, -0.16, 0.07, 0.07, 0.07, 0.05, -0.19, -0.12, 0.08, 0.07, 0.08, 0.07],
  "charge": 0,
  "smiles": "CO.CO.CO",
  "orbital_gap_ev": 10.872
}

ii.
{
  "formula": "C3H12O3",
  "method": "wB97M-V/def2-TZVPD",
  "species": ["C", "O", "H", "H", "H", "H", "C", "O", "H", "H", "H", "H", "C", "O", "H", "H", "H", "H"],
  "xyz": [[5.78590, 5.73577, -6.88477], [5.17345, 6.65866, -6.02909], [6.82203, 5.68950, -6.54952], [5.46080, 4.69538, -6.88290], [5.73796, 6.16521, -7.88546], [4.22009, 6.55103, -5.99566], [6.05916, 2.60773, -5.66445], [6.83448, 3.31971, -6.60593], [4.99758, 2.83413, -5.76386], [6.21313, 1.53509, -5.54680], [6.37172, 2.93180, -4.67179], [6.40690, 3.30552, -7.46533], [6.62590, 5.16485, -4.18232], [6.44842, 6.57065, -4.33358], [7.03514, 4.79018, -5.12053], [7.36654, 4.85375, -3.44560], [5.70424, 4.58548, -4.12771], [5.89975, 6.68114, -5.11354]],
  "lowdin_charge": [-0.09, -0.01, 0.10, 0.07, 0.10, 0.15, -0.16, -0.16, 0.09, 0.08, 0.06, 0.08, -0.18, -0.12, 0.03, 0.09, 0.07, -0.18],
  "charge": 0,
  "orbital_gap_ev": 9.264
}

iii.
{
  "formula": "C3H12O3",
  "method": "wB97M-V/def2-TZVPD",
  "species": ["C", "C", "C", "O", "H", "H", "H", "H", "H", "H", "H", "H", "O", "H", "H", "O", "H", "H"],
  "xyz": [[1.07282, -0.39099, -0.87335], [0.28498, -0.53025, 0.30449], [0.24200, -2.04277, 0.79207], [-1.00533, 0.00291, 0.07809], [0.92437, 0.43081, -1.40438], [0.83936, -1.25585, -1.61957], [2.11553, -0.37971, -0.57849], [0.72623, 0.04896, 1.22237], [1.16257, -2.27024, 1.56508], [0.03952, -2.76296, -0.07852], [-0.48634, -2.27000, 1.60606], [-1.76404, -0.65272, -0.01505], [-0.55127, 2.42173, 2.11028], [-0.39500, 1.95334, 1.22217], [-0.86475, 3.28431, 2.02207], [-0.93352, 1.44036, -2.42005], [-0.14932, 1.84953, -2.39688], [-1.25782, 1.12355, -1.53638]],
  "lowdin_charge": [-0.08, -0.53, -0.07, -0.10, 0.00, 0.14, 0.10, 0.16, 0.13, 0.09, 0.06, 0.15, -0.06, 0.05, -0.01, -0.03, -0.05, 0.04],
  "charge": 0,
  "smiles": "CC(C)O.O.O",
  "orbital_gap_ev": 11.476
}

Which structure is most stable, and how do the rest compare? From most to least stable: iii, i, ii.

i.
{
  "formula": "CH3OPS",
  "method": "wB97M-V/def2-TZVPD",
  "species": ["C", "O", "P", "S", "H", "H", "H"],
  "xyz": [[2.21790, 1.03028, -0.24358], [-2.00172, -0.38830, -0.77598], [-2.04868, 0.86270, 0.35103], [0.75556, 0.49775, -0.43880], [3.07354, 0.74966, -0.87253], [-1.80137, 0.04988, -1.60575], [-1.56113, -0.01693, 1.35945]],
  "lowdin_charge": [-0.50, -0.56, 0.66, 0.61, -0.04, -0.02, -0.15],
  "charge": 0,
  "orbital_gap_ev": [7.628, 6.937]
}

ii.
{
  "formula": "CH3OPS",
  "method": "wB97M-V/def2-TZVPD",
  "species": ["C", "O", "P", "S", "H", "H", "H"],
  "xyz": [[-0.57007, 0.53459, -0.34518], [1.45004, -0.93492, -0.00449], [-0.10421, -1.31755, 0.00982], [1.17188, 1.14878, 0.19253], [-0.39107, 0.59964, -1.46978], [-1.32724, 1.00209, 0.30085], [-0.22934, -1.03264, 1.31625]],
  "lowdin_charge": [-0.62, -0.73, 0.69, 0.72, 0.02, 0.03, -0.11],
  "charge": 0,
  "orbital_gap_ev": 7.460
}

Which structure is most stable, and how do the rest compare? From most to least stable: ii, i.

i.
{
  "formula": "C2H2FOP",
  "method": "wB97M-V/def2-TZVPD",
  "species": ["C", "C", "O", "F", "P", "H", "H"],
  "xyz": [[1.86744, 0.54675, 1.72266], [-0.55755, -0.59298, -1.32069], [1.26592, 0.74297, 2.62835], [-1.08123, 0.81656, 0.83595], [0.08223, 0.52343, -0.31707], [0.00954, -1.10947, -2.25281], [-1.58635, -0.92727, -1.29639]],
  "lowdin_charge": [-0.15, -0.36, 0.04, -0.39, 0.82, 0.06, -0.02],
  "charge": 0,
  "orbital_gap_ev": 10.038
}

ii.
{
  "formula": "C2H2FOP",
  "method": "wB97M-V/def2-TZVPD",
  "species": ["C", "P", "F", "C", "O", "H", "H"],
  "xyz": [[0.00741, -0.29620, 0.13510], [-0.10974, -1.18334, 1.51855], [0.91512, -2.35818, 1.16416], [1.01442, -0.11888, 2.46238], [0.97147, 0.88596, 3.04092], [-0.86350, 0.07516, -0.34103], [0.73295, -0.68762, -0.54922]],
  "lowdin_charge": [-0.29, 0.73, -0.30, -0.23, 0.10, -0.02, 0.00],
  "charge": 0,
  "smiles": "C=P(F)=C=O",
  "orbital_gap_ev": [7.420, 7.422]
}

Which structure is most stable, and how do the rest compare? From most to least stable: i, ii.